(1)
{"formula": "C6H11ClO", "method": "ωB97M-V/def2-TZVPD", "species": ["C", "C", "C", "C", "C", "Cl", "C", "O", "H", "H", "H", "H", "H", "H", "H", "H", "H", "H", "H"], "xyz": [[2.167257, -1.437059, 0.026472], [1.390440, -0.191299, -0.619075], [0.029660, 0.112921, 0.011546], [-1.108191, 0.855450, -0.789302], [-2.551317, 0.527450, -0.296988], [-0.754684, 2.722685, -0.458871], [0.156640, 0.184681, 1.511027], [-0.393337, -0.988017, 0.789998], [3.194574, -1.443392, -0.443278], [2.332707, -1.329083, 1.089605], [1.514699, -2.248295, -0.105187], [1.161902, -0.418643, -1.576457], [2.077581, 0.673556, -0.676953], [-0.949408, 0.805473, -1.868723], [-2.832136, 1.144767, 0.531036], [-2.450862, -0.541023, -0.032093], [-3.379741, 0.640990, -1.053040], [-0.652497, 0.872322, 1.977522], [1.046713, 0.056516, 1.982760]], "forces_ev_per_angstrom": [[0.6, 2.9, -0.9], [1.2, 0.3, 2.4], [1.1, 0.1, 1.3], [0.5, 1.4, 1.3], [0.7, -0.9, -1.6], [-0.3, -1.3, -0.4], [-5.8, 1.4, -2.5], [0.0, 0.7, 1.1], [-1.3, -0.6, 0.3], [0.0, 0.2, 0.3], [-0.1, -1.5, -0.4], [-0.3, -1.0, -3.5], [-0.6, -0.1, 0.3], [-0.1, -0.3, 0.3], [0.1, 0.1, 0.7], [-0.6, 0.5, 0.2], [1.2, 0.0, 0.4], [1.5, -1.5, -0.4], [2.4, -0.4, 1.2]], "spin_multiplicity": 1, "max_force_ev_per_a": 6.5, "smiles": "CC[C@]1([C@@H](C)Cl)CO1", "e_homo_ev": -10.205, "total_charge": 0, "relative_energy_ev": 2.158, "orbital_gap_ev": 11.145, "e_lumo_ev": 0.9}



(2)
{"formula": "C6H11ClS", "method": "ωB97M-V/def2-TZVPD", "species": ["C", "C", "C", "C", "C", "C", "S", "Cl", "H", "H", "H", "H", "H", "H", "H", "H", "H", "H", "H"], "xyz": [[-0.922420, -0.901341, -2.249349], [-0.777050, -0.332666, -1.079409], [0.437526, 0.139161, -0.388861], [0.534706, -0.326271, 1.077792], [0.364793, -1.827271, 1.415541], [0.325407, 1.984192, -0.361404], [-1.137320, 2.575155, 0.523225], [1.887084, 2.446653, 0.192676], [-1.901615, -1.077813, -2.634080], [0.026434, -1.218179, -2.791816], [-1.713872, 0.195924, -0.546680], [1.386366, -0.134702, -0.819396], [1.397003, 0.236789, 1.412213], [-0.287584, 0.032422, 1.552475], [-0.502019, -2.311778, 0.987650], [0.338221, -2.068679, 2.405829], [1.162778, -2.339118, 0.897175], [-0.084419, 2.223411, -1.317150], [-0.534017, 2.704112, 1.723569]], "forces_ev_per_angstrom": [[2.0, -0.8, -0.8], [-2.1, 2.9, 1.8], [-0.6, 1.5, 1.1], [0.2, -0.6, -1.2], [1.4, 0.6, -3.8], [-1.4, -4.5, 0.6], [0.8, 0.2, 0.9], [0.4, 1.0, -0.2], [-0.3, -0.2, -0.5], [-1.6, 0.2, 0.5], [1.7, -1.8, -1.1], [0.3, 0.3, -0.9], [0.4, -0.8, 0.8], [-2.5, 2.0, 1.5], [-0.7, 0.5, -0.3], [0.3, -0.2, 2.8], [0.6, -0.6, 0.3], [1.3, 0.3, -1.4], [-0.3, -0.1, -0.1]], "spin_multiplicity": 1, "max_force_ev_per_a": 4.7, "smiles": "C=C[C@H](CC)[C@@H](S)Cl", "e_homo_ev": -9.015, "total_charge": 0, "relative_energy_ev": 2.183, "orbital_gap_ev": 9.747, "e_lumo_ev": 0.7}



(3)
{"formula": "C6H11ClS", "method": "ωB97M-V/def2-TZVPD", "species": ["C", "C", "Cl", "C", "C", "C", "C", "S", "H", "H", "H", "H", "H", "H", "H", "H", "H", "H", "H"], "xyz": [[2.070301, 0.686797, 0.199616], [1.328433, -0.131332, -0.735490], [1.359457, -1.764274, -0.485854], [-0.104949, 0.272923, -1.230807], [-0.876523, 1.229815, -0.247943], [-1.303702, -0.264039, -0.144221], [-0.873299, -0.866185, 1.178243], [-2.995119, -0.636083, -0.516585], [2.039553, 1.773760, 0.025635], [1.944781, 0.721157, 1.308667], [3.265264, 0.603233, 0.262295], [2.059483, -0.017101, -1.683910], [-0.344918, 0.139024, -2.340288], [-1.906408, 1.767366, -0.588518], [-0.313025, 1.648610, 0.585277], [0.201863, -0.711822, 1.334609], [-1.249294, -2.050018, 1.341139], [-1.361038, -0.354232, 2.037184], [-2.940852, -2.047603, -0.299043]], "forces_ev_per_angstrom": [[4.1, 3.1, 3.8], [0.7, 2.5, -5.4], [0.8, -4.3, 0.6], [-2.3, -0.4, 2.3], [-3.3, -1.1, -2.2], [2.7, 1.7, 0.1], [-1.0, -2.4, 1.3], [0.0, -1.5, -0.3], [-0.6, -0.3, -0.7], [-1.0, -0.9, -0.6], [-2.5, -0.7, -0.9], [-2.0, 0.0, 1.5], [0.4, 0.5, 1.9], [3.2, -0.4, 0.5], [-0.3, 0.0, -0.2], [-0.5, -0.6, 0.2], [1.5, 3.1, -0.7], [0.0, -0.1, -0.7], [0.1, 1.8, -0.4]], "spin_multiplicity": 1, "max_force_ev_per_a": 6.4, "smiles": "C[C@@H](Cl)[C@@H]1C[C@@]1(C)S", "e_homo_ev": -8.561, "total_charge": 0, "relative_energy_ev": 3.238, "orbital_gap_ev": 9.305, "e_lumo_ev": 0.7}